Here is a cluster of 12 separate species, C5H35N2O11 in total at a distorted geometry from the Open Molecules 2025 dataset. Energies are from the ωB97M-V functional and the def2-TZVPD basis.

Results
* charge: +1
* HOMO energy: -10.781 eV
* molar mass: 299.34 g/mol
* frontier orbital gap: 8.57 eV
* electronic energy: -31250.5734 eV
* relative energy (zero: lowest compared OMol25 entry of this formula, charge and spin): 2.358 eV

Element x y z (Å)
1 H 2.490 -0.609 2.737
2 H -1.185 2.969 1.053
3 C -3.158 1.394 -0.283
4 H 0.861 -3.132 -2.731
5 H -1.396 1.109 -1.406
6 H 1.657 -4.083 0.409
7 H 0.343 0.130 -3.887
8 C -1.074 0.412 0.433
9 H 1.585 3.148 -0.805
10 H 1.371 -1.714 1.004
11 N -1.720 1.259 -0.461
12 H -3.484 -2.091 2.924
13 H -0.189 3.973 1.829
14 H 3.944 -1.039 -1.637
15 O -0.562 3.089 1.781
16 C 1.891 0.029 2.106
17 H -3.605 -1.220 1.650
18 H -1.572 0.241 1.377
19 H 2.529 0.643 1.495
20 O 0.039 3.092 -2.169
21 O -1.481 -2.915 -0.524
22 H 0.197 1.190 -4.974
23 N 1.097 0.968 2.980
24 H 1.614 1.546 3.632
25 H -1.694 -3.841 -0.388
26 C 0.181 -0.036 0.349
27 O 3.359 -0.309 -1.871
28 O -3.313 -1.212 2.566
29 O 1.815 3.011 0.136
30 O -1.474 0.719 4.391
31 H -3.685 0.524 0.138
32 H -3.320 2.167 0.460
33 O 0.456 -3.943 -2.364
34 H -2.031 1.460 4.144
35 H 2.027 -0.839 -3.097
36 H 0.838 0.263 -0.453
37 O 0.072 1.054 -4.026
38 H -1.864 -0.134 4.179
39 H -0.043 -4.413 -3.037
40 O 2.113 -3.393 -0.074
41 H 0.988 2.562 0.390
42 H 0.180 -1.272 2.182
43 C 0.837 -0.854 1.419
44 H 1.542 -1.837 -4.201
45 H 3.362 0.320 -1.144
46 H 0.138 2.351 -2.794
47 H 0.514 1.531 2.335
48 H -0.825 -2.910 -1.242
49 H -0.562 3.759 -2.504
50 O 1.357 -1.528 -3.300
51 H -3.740 1.570 -1.187
52 H 2.162 -3.545 -1.019
53 H 0.419 0.387 3.480